No. 1
The following is a DFT calculation (ωB97M-V/def2-TZVPD) of a cluster of 10 separate species, C34H95N7O10 in total.

- ΔE to the lowest compared entry with this formula, charge and spin: 69.1 kcal per mole
- Net charge: +1
- Orbital gap (alpha / beta): 8.7 / 2.8 eV
- Multiplicity: 2

Last column: Mulliken spin population.
Geometry (Å):
C1 1.5961 5.2938 4.6265  0.00
C2 2.3188 6.3240 3.7016  0.00
C3 1.5361 6.5651 2.4090  0.00
O1 1.6052 5.4683 1.6811  0.00
C4 0.9871 5.6216 0.3601  0.00
N1 2.5144 7.5833 4.4081  0.00
H1 1.5406 4.3459 4.0913  0.00
H2 0.5599 5.6309 4.6564  0.00
H3 1.9766 5.1760 5.6411  0.00
H4 3.3170 5.9631 3.4538  0.00
H5 1.9000 7.3580 1.7556  0.00
H6 0.4898 6.7409 2.6590  0.00
H7 0.0158 6.1136 0.4107  0.00
H8 1.0839 4.6563 -0.1368  0.00
H9 1.5906 6.1814 -0.3544  0.00
H10 3.0791 8.2357 3.8830  0.00
H11 1.6153 8.0430 4.4271  0.00
C5 -2.7424 6.4267 3.5292  0.00
C6 -3.0279 5.0620 2.7926  0.00
C7 -2.8181 3.9773 3.8547  0.00
O2 -1.3985 3.5213 3.7679  0.00
C8 -1.1459 2.5083 4.7581  0.00
N2 -4.4099 5.0897 2.3117  0.00
H12 -2.5490 7.2475 2.8385  0.00
H13 -1.7819 6.4149 4.0443  0.00
H14 -3.6045 6.7691 4.1016  0.00
H15 -2.2433 4.7967 2.0839  0.00
H16 -3.6135 3.2580 3.6596  0.00
H17 -3.1722 4.3489 4.8163  0.00
H18 -1.7738 1.6414 4.5521  0.00
H19 -1.2931 2.8590 5.7796  0.00
H20 -0.1086 2.1864 4.6657  0.00
H21 -4.9019 4.2490 2.0447  0.00
H22 -4.5806 5.5320 1.4199  0.00
C9 -6.8954 -3.9956 -0.6319  0.00
C10 -6.9773 -3.6357 0.8251  0.00
C11 -6.1181 -2.3981 1.1931  0.00
O3 -4.7784 -2.7749 1.0999  0.00
C12 -3.9335 -1.8009 1.7526  0.00
N3 -8.3677 -3.5077 1.2519  0.00
H23 -7.7640 -4.4783 -1.0798  0.00
H24 -5.8778 -4.2627 -0.9170  0.00
H25 -6.8586 -3.0708 -1.2077  0.00
H26 -6.5617 -4.4915 1.3571  0.00
H27 -6.2811 -2.2091 2.2541  0.00
H28 -6.3503 -1.5242 0.5845  0.00
H29 -3.7545 -0.9915 1.0449  0.00
H30 -2.9351 -2.2366 1.7904  0.00
H31 -4.2404 -1.3511 2.6968  0.00
H32 -8.4537 -3.0733 2.1597  0.00
H33 -8.7664 -2.8479 0.5993  0.00
C13 3.6206 -4.1374 2.4465  0.00
C14 4.1021 -4.6890 0.9945  0.00
C15 5.1981 -5.7928 1.0947  0.00
O4 5.7445 -5.8487 -0.2063  0.00
C16 6.7110 -6.7975 -0.4877  0.00
N4 2.9884 -5.3225 0.3542  0.00
H34 2.9594 -3.2730 2.5068  0.00
H35 4.4693 -3.6835 2.9583  0.00
H36 3.1298 -4.8663 3.0914  0.00
H37 4.3705 -3.7791 0.4578  0.00
H38 4.8429 -6.7519 1.4713  0.00
H39 6.0084 -5.5290 1.7743  0.00
H40 7.0494 -6.6027 -1.5053  0.00
H41 6.3339 -7.8176 -0.4160  0.00
H42 7.5529 -6.8539 0.2023  0.00
H43 2.1445 -4.8150 0.5785  0.00
H44 2.8713 -6.1270 0.9536  0.00
C17 -4.2528 -0.1417 -5.3751  0.00
C18 -4.5322 -0.7120 -3.9711  0.00
C19 -3.4514 -1.6109 -3.3264  0.00
O5 -3.3316 -2.6946 -4.1657  0.00
C20 -2.4129 -3.6840 -3.8159  0.00
N5 -4.8229 0.4417 -3.1844  0.00
H45 -5.0939 0.3325 -5.8808  0.00
H46 -3.9635 -0.9873 -5.9991  0.00
H47 -3.3128 0.4033 -5.4628  0.00
H48 -5.4427 -1.2903 -4.1280  0.00
H49 -3.8682 -1.8778 -2.3552  0.00
H50 -2.5017 -1.0759 -3.3245  0.00
H51 -1.3644 -3.3908 -3.8690  0.00
H52 -2.6431 -4.5920 -4.3732  0.00
H53 -2.5090 -3.9166 -2.7554  0.00
H54 -4.6186 0.3245 -2.2023  0.00
H55 -4.0268 1.0559 -3.2796  0.00
C21 0.3135 -2.3724 0.1589  0.01
C22 0.6412 -1.2176 -0.8385  -0.02
C23 0.4398 0.1865 -0.2919  0.03
O6 1.3146 0.6106 0.7604  0.02
C24 1.1299 1.8541 1.4044  -0.01
N6 2.0015 -1.3527 -1.3812  0.22
H56 -0.7167 -2.5525 0.4661  0.00
H57 0.8982 -2.2840 1.0745  0.00
H58 0.5919 -3.3450 -0.2467  0.00
H59 -0.0454 -1.2080 -1.6850  0.01
H60 -0.6094 0.3055 -0.0213  0.00
H61 0.6916 0.9139 -1.0636  -0.01
H62 0.2073 1.8930 1.9836  0.00
H63 0.9814 2.6634 0.6895  0.00
H64 1.9983 1.9785 2.0513  0.00
H65 2.2406 -0.7313 -2.1407  0.00
H66 2.6625 -0.9872 -0.7108  0.02
C25 3.8370 2.0902 -1.9332  0.04
C26 4.3969 1.7798 -0.5665  -0.02
C27 4.2175 3.0641 0.3319  0.12
O7 5.0400 4.0962 -0.2217  0.01
C28 4.9703 5.3765 0.3785  0.01
N7 3.7969 0.5477 -0.0868  0.58
H67 3.9382 1.1281 -2.4354  0.00
H68 4.4112 2.8014 -2.5271  0.00
H69 2.8029 2.4069 -1.7972  0.00
H70 5.4754 1.6280 -0.5220  0.00
H71 4.4132 2.6961 1.3391  0.00
H72 3.1706 3.3638 0.3791  0.01
H73 3.9146 5.6326 0.4679  0.00
H74 5.4362 6.0182 -0.3693  0.00
H75 5.3246 5.3183 1.4076  0.00
H76 2.8576 0.7126 0.2459  -0.04
H77 4.3931 0.2345 0.6659  -0.01
C29 -2.7384 -6.8227 -1.0093  0.00
C30 -2.2069 -5.9649 0.1167  0.00
O8 -2.6451 -4.6613 -0.1121  0.00
H78 -2.6247 -7.8971 -0.8650  0.00
H79 -2.1900 -6.5322 -1.9054  0.00
H80 -3.7961 -6.6872 -1.2350  0.00
H81 -1.1241 -5.9496 -0.0080  0.00
H82 -2.3477 -6.3670 1.1200  0.00
H83 -3.5912 -4.6146 0.0437  0.00
C31 6.3413 -2.5566 -2.7762  0.00
C32 4.8603 -2.0963 -2.8149  0.01
O9 4.1048 -3.0378 -2.1086  0.04
H84 7.1319 -1.9749 -3.2502  0.00
H85 6.2918 -3.5278 -3.2686  0.00
H86 6.5208 -2.7313 -1.7154  0.00
H87 4.6702 -2.1542 -3.8866  0.01
H88 4.7132 -1.0875 -2.4291  0.00
H89 3.3128 -2.5627 -1.8466  -0.01
C33 -0.5166 0.9382 -4.2631  0.00
C34 -1.0733 2.3613 -4.6638  0.00
O10 -1.0665 3.2316 -3.5649  0.00
H90 0.5508 0.9185 -4.0430  0.00
H91 -0.7011 0.0595 -4.8812  0.00
H92 -1.0255 0.8696 -3.3016  0.00
H93 -1.9956 2.2505 -5.2340  0.00
H94 -0.3669 2.8274 -5.3507  0.00
H95 -1.2207 4.0834 -3.9799  0.00

Cartesian forces (eV/Å) of the 2 atoms listed first:
C -0.3 0.7 -1.4
C 0.4 0.3 0.7

---

No. 2
The following is a DFT calculation (ωB97M-V/def2-TZVPD) of a cluster of 11 separate species, C34H96F3O42P10 in total.

- Net charge: -1
- Orbital gap: 4.5 eV

Last column: Mulliken charge in e.
Geometry (Å):
C1 -7.1036 6.2233 -3.8756  -0.01
O1 -6.2974 6.9982 -3.0267  -0.26
O2 -7.3960 4.9420 -3.3275  -0.86
C2 -8.3088 7.1986 -4.3240  0.74
F1 -8.9661 7.7638 -3.2944  -0.29
F2 -7.8942 8.2292 -5.1732  -0.28
F3 -9.2670 6.5718 -5.0269  -0.29
C3 -5.3044 7.8801 -3.6353  -0.10
C4 -4.1688 8.1084 -2.6542  -1.20
H1 -4.4513 8.6957 -1.7805  0.27
H2 -3.6157 7.1840 -2.4880  0.29
H3 -3.4467 8.7023 -3.2145  0.40
H4 -5.7354 8.8588 -3.8463  0.24
H5 -4.8868 7.5475 -4.5856  0.26
H6 -6.5659 6.0623 -4.8100  0.10
C5 -6.8560 7.2952 -10.6238  -0.76
O3 -5.9296 8.1128 -9.8688  -0.20
P1 -5.0841 9.2776 -10.5958  0.83
O4 -4.3153 8.9243 -11.8019  -0.71
O5 -6.1394 10.4792 -10.8591  -0.24
C6 -5.7308 11.7034 -11.4034  -0.63
O6 -4.1267 9.6508 -9.3882  -0.15
C7 -2.8400 9.0434 -9.2395  -0.62
H7 -7.8428 7.1914 -10.1729  0.31
H8 -6.4390 6.3173 -10.8647  0.29
H9 -7.1119 7.6660 -11.6164  0.31
H10 -4.6659 11.8730 -11.2447  0.28
H11 -6.3524 12.5340 -11.0688  0.25
H12 -5.8224 11.7627 -12.4879  0.27
H13 -2.1865 9.8422 -8.8891  0.20
H14 -2.5413 8.6164 -10.1969  0.33
H15 -2.8781 8.2353 -8.5090  0.24
C8 4.6088 9.6377 -9.6267  -0.62
O7 4.5190 10.0855 -8.2731  -0.34
P2 4.4776 8.9724 -7.0918  1.00
O8 3.5054 7.8535 -7.2778  -0.64
O9 6.0469 8.4895 -7.0829  -0.31
C9 6.5203 7.3926 -6.2937  -0.68
O10 4.3271 9.7999 -5.7354  -0.25
C10 3.1113 10.3360 -5.3183  -0.72
H16 4.8250 8.5694 -9.6298  0.32
H17 5.4283 10.1761 -10.1028  0.24
H18 3.6789 9.9168 -10.1223  0.24
H19 7.0893 6.6222 -6.8141  0.27
H20 5.7292 6.8257 -5.8029  0.31
H21 7.0870 7.8875 -5.5049  0.27
H22 2.5613 10.9428 -6.0375  0.30
H23 3.1968 10.7860 -4.3292  0.27
H24 2.4182 9.5114 -5.1516  0.32
C11 -12.6154 3.5035 3.1473  -0.80
O11 -11.8118 2.6792 2.4073  -0.12
P3 -10.3153 2.3821 2.8255  1.01
O12 -9.5320 1.8709 1.6770  -0.66
O13 -10.4651 1.5134 4.1372  -0.32
C12 -11.0720 0.2560 4.0204  -0.70
O14 -9.8212 3.7936 3.3633  -0.35
C13 -9.2736 4.7996 2.5533  -0.76
H25 -13.5958 3.0957 3.3936  0.29
H26 -12.8649 4.3573 2.5173  0.29
H27 -12.1780 3.8890 4.0682  0.35
H28 -12.1144 0.4436 4.2779  0.25
H29 -10.5866 -0.4783 4.6633  0.24
H30 -11.0148 -0.1962 3.0302  0.35
H31 -10.0097 5.6022 2.5090  0.27
H32 -9.1192 4.5648 1.5001  0.41
H33 -8.3245 5.2088 2.8996  0.25
C14 -0.3600 -1.0812 2.2123  -0.64
O15 -1.5180 -0.8892 2.9388  -0.31
P4 -2.6964 0.1167 2.4358  1.01
O16 -3.4811 -0.3710 1.3042  -0.63
O17 -3.5336 0.5206 3.7304  -0.25
C15 -4.0924 -0.5386 4.4974  -0.66
O18 -1.8600 1.5353 2.1653  -0.33
C16 -2.4966 2.6594 1.6428  -0.62
H34 -0.2481 -2.1419 1.9876  0.25
H35 0.4960 -0.7478 2.7991  0.22
H36 -0.4508 -0.5382 1.2716  0.33
H37 -3.5452 -1.4708 4.3572  0.31
H38 -5.1283 -0.6303 4.1708  0.26
H39 -4.0932 -0.3925 5.5776  0.25
H40 -3.5606 2.4642 1.5088  0.35
H41 -2.0244 2.8362 0.6765  0.21
H42 -2.3053 3.5452 2.2485  0.23
C17 -15.9153 7.8610 -7.5234  -0.63
O19 -17.1376 7.9075 -6.8603  -0.30
P5 -17.3584 8.9289 -5.6015  1.03
O20 -16.4939 8.7014 -4.4194  -0.66
O21 -17.1514 10.3568 -6.3123  -0.24
C18 -17.1252 11.5784 -5.6326  -0.68
O22 -18.9756 8.9048 -5.3472  -0.35
C19 -19.8239 9.0158 -6.4337  -0.66
H43 -16.0586 8.2658 -8.5253  0.24
H44 -15.4447 6.8872 -7.6590  0.26
H45 -15.2028 8.4743 -6.9717  0.32
H46 -16.1142 11.9807 -5.6968  0.24
H47 -17.4214 11.4946 -4.5870  0.33
H48 -17.7939 12.2504 -6.1707  0.25
H49 -20.4149 8.1031 -6.5104  0.26
H50 -19.3253 9.1392 -7.3951  0.33
H51 -20.4059 9.9193 -6.2519  0.27
C20 -14.8611 2.5417 -2.7469  -0.73
O23 -15.1959 1.1707 -3.0763  -0.30
P6 -14.5861 -0.1229 -2.3083  1.05
O24 -13.1073 -0.2570 -2.4589  -0.68
O25 -15.1201 0.0289 -0.7774  -0.28
C21 -16.4157 0.3400 -0.5121  -0.66
O26 -15.5340 -1.3241 -2.9147  -0.31
C22 -15.7458 -1.5364 -4.3231  -0.66
H52 -15.6948 2.9619 -2.1844  0.26
H53 -14.8036 3.1339 -3.6602  0.28
H54 -13.8734 2.7158 -2.3200  0.34
H55 -16.5907 -0.0863 0.4757  0.28
H56 -17.1696 0.1132 -1.2659  0.31
H57 -16.5140 1.4183 -0.3869  0.25
H58 -15.6120 -0.7224 -5.0355  0.30
H59 -16.8088 -1.7642 -4.4020  0.27
H60 -15.0960 -2.3249 -4.7028  0.27
C23 -2.4595 2.7817 -7.2498  -0.60
O27 -1.5978 3.0242 -6.1420  -0.32
P7 -1.4105 1.9058 -4.9783  1.07
O28 -2.6469 1.3503 -4.4214  -0.66
O29 -0.4620 0.7412 -5.6082  -0.30
C24 -1.0642 -0.4629 -6.0907  -0.64
O30 -0.4116 2.5856 -3.9400  -0.29
C25 0.7589 3.1744 -4.3306  -0.62
H61 -1.8464 2.7295 -8.1496  0.25
H62 -3.1789 3.5980 -7.3146  0.25
H63 -2.9068 1.7969 -7.1151  0.28
H64 -1.6445 -0.9540 -5.3095  0.31
H65 -0.2546 -1.1503 -6.3357  0.24
H66 -1.7068 -0.2450 -6.9437  0.26
H67 1.5504 2.4426 -4.1689  0.22
H68 0.9297 4.0396 -3.6901  0.23
H69 0.6362 3.5398 -5.3502  0.32
C26 -1.7022 14.1144 -1.0288  -0.62
O31 -2.3663 14.0732 -2.2463  -0.26
P8 -2.9538 15.4020 -3.0289  0.90
O32 -1.9389 16.1195 -3.8366  -0.70
O33 -4.1747 14.7623 -3.9168  -0.14
C27 -3.9704 14.2097 -5.2453  -0.69
O34 -3.6795 16.2532 -1.8808  -0.30
C28 -4.4663 17.4241 -2.2161  -0.65
H70 -2.4079 13.4200 -0.5728  0.26
H71 -1.6809 15.0969 -0.5573  0.29
H72 -0.7369 13.6081 -1.0370  0.25
H73 -4.6288 14.8647 -5.8159  0.25
H74 -4.4396 13.2309 -5.3457  0.29
H75 -2.9872 14.2352 -5.7150  0.30
H76 -5.4541 17.4492 -1.7559  0.24
H77 -4.5035 17.5331 -3.3000  0.31
H78 -3.8648 18.2028 -1.7473  0.26
C29 -12.4211 11.0990 0.1482  -0.73
O35 -12.1457 12.3945 0.5546  -0.27
P9 -10.9038 12.6031 1.5454  1.06
O36 -10.8404 11.6650 2.7319  -0.71
O37 -9.6123 12.5164 0.5621  -0.20
C30 -8.3666 11.8956 0.9833  -0.65
O38 -11.1003 14.1679 1.8789  -0.37
C31 -11.1894 15.0830 0.8475  -0.63
H79 -13.4343 10.8524 0.4654  0.26
H80 -11.7473 10.3276 0.5211  0.33
H81 -12.3246 11.0697 -0.9371  0.28
H82 -8.2509 10.9832 0.3984  0.26
H83 -8.3087 11.6368 2.0406  0.32
H84 -7.5968 12.6260 0.7344  0.22
H85 -10.5800 15.9746 0.9952  0.29
H86 -12.2069 15.3577 0.5693  0.27
H87 -10.7917 14.6892 -0.0878  0.27
C32 -12.6499 17.0605 -7.5934  -0.74
O39 -11.7709 16.1883 -6.9174  -0.31
P10 -10.7337 16.7661 -5.8192  0.90
O40 -11.2716 17.9733 -5.0615  -0.71
O41 -10.4326 15.4576 -4.8412  -0.22
C33 -10.0074 14.2164 -5.4110  -0.58
O42 -9.3716 17.0212 -6.6332  -0.24
C34 -9.4099 17.8105 -7.7919  -0.61
H88 -12.5887 18.0756 -7.2012  0.38
H89 -13.6717 16.6842 -7.5448  0.24
H90 -12.4563 17.0343 -8.6658  0.28
H91 -9.3594 13.7078 -4.6972  0.26
H92 -9.4490 14.2431 -6.3467  0.27
H93 -10.9834 13.7336 -5.4611  0.25
H94 -9.4396 17.0637 -8.5852  0.27
H95 -8.5042 18.4018 -7.9268  0.26
H96 -10.2923 18.4442 -7.8805  0.30

Cartesian forces (eV/Å) of the 2 atoms listed first:
C -1.1 -3.8 0.4
O 1.8 1.6 0.0